63
Properties=species:S:1:pos:R:3:forces:R:3 method="wB97M-V/def2-TZVPD" gap_ha=0.2932 lumo_energy_ev=-0.022 homo_ha=-0.2940 fmax_ev_per_a=0.41
Pd -0.299 -0.076 -0.214 0.33 0.12 0.19
C 2.358 -2.225 0.496 -0.02 -0.01 -0.03
N 2.466 -0.796 0.395 -0.01 -0.06 0.03
C 2.606 -0.006 1.587 0.06 0.00 0.02
C 1.333 0.169 2.366 0.00 -0.08 -0.02
N 0.118 0.035 1.915 -0.12 0.13 -0.01
C -0.731 0.366 2.971 0.05 -0.07 -0.02
C -2.121 0.409 3.029 0.00 0.00 -0.03
C -2.689 0.773 4.234 -0.01 0.00 0.00
C -1.905 1.088 5.354 0.01 0.00 0.00
C -0.525 1.054 5.305 -0.01 0.00 0.00
C 0.040 0.688 4.089 0.02 0.00 0.03
N 1.354 0.545 3.673 0.01 -0.01 0.02
C 0.978 -2.768 0.211 -0.01 0.10 0.05
N -0.090 -2.081 -0.080 -0.12 -0.33 -0.14
C -1.143 -2.990 -0.162 0.04 0.01 0.03
C -2.496 -2.768 -0.400 0.01 0.00 -0.01
C -3.317 -3.878 -0.419 -0.01 0.00 0.00
C -2.811 -5.170 -0.205 -0.01 0.01 0.00
C -1.470 -5.394 0.041 0.00 0.00 0.00
C -0.650 -4.272 0.062 -0.03 -0.01 0.01
N 0.706 -4.098 0.292 0.07 -0.04 0.06
H 2.636 -2.562 1.503 0.02 -0.01 0.01
H 3.054 -2.713 -0.192 0.02 0.01 -0.01
H 3.017 -0.470 -0.378 -0.04 0.01 -0.02
H 2.943 0.989 1.289 0.00 0.00 0.00
H 3.365 -0.407 2.279 0.01 0.01 0.00
H -2.711 0.207 2.145 0.00 0.00 0.00
H -3.766 0.829 4.316 0.00 0.00 0.00
H -2.394 1.372 6.277 0.00 0.00 0.00
H 0.079 1.304 6.167 0.00 0.00 0.00
H 2.180 0.725 4.216 0.00 -0.01 0.01
H -2.865 -1.763 -0.567 0.00 0.00 0.01
H -4.375 -3.753 -0.604 0.00 0.00 0.00
H -3.490 -6.012 -0.230 0.00 0.00 0.00
H -1.086 -6.391 0.212 0.00 0.00 0.00
H 1.374 -4.816 0.512 0.00 0.00 0.00
Br 0.951 4.536 -0.238 0.00 -0.01 0.00
C -0.907 4.827 0.054 -0.01 0.00 0.01
C -1.266 6.165 0.168 0.00 0.00 0.00
C -2.586 6.520 0.383 0.00 0.01 0.00
C -3.555 5.533 0.487 0.00 -0.01 0.00
C -3.188 4.206 0.371 0.01 0.02 -0.01
C -1.865 3.817 0.152 -0.01 0.03 0.02
C -1.634 2.324 0.050 0.15 -0.25 -0.06
O -0.423 1.945 -0.158 -0.33 0.19 -0.07
O -2.588 1.556 0.172 -0.09 0.23 0.03
H -0.501 6.924 0.085 0.00 0.00 0.00
H -2.851 7.566 0.469 0.00 0.00 0.00
H -4.592 5.797 0.653 0.00 0.00 0.00
H -3.919 3.412 0.443 0.00 0.00 0.00
N -0.335 0.118 -7.612 0.01 -0.01 0.00
C -0.356 0.080 -6.462 -0.02 0.02 0.03
C -0.382 0.031 -5.026 0.02 0.00 0.03
C 0.016 1.133 -4.272 0.00 0.00 -0.07
C -0.007 1.075 -2.890 0.02 0.00 0.20
C -0.418 -0.075 -2.194 0.04 0.10 -0.39
C -0.804 -1.164 -2.983 -0.06 -0.13 0.15
C -0.797 -1.122 -4.369 0.01 0.03 -0.03
H 0.341 2.035 -4.774 0.00 0.00 0.00
H 0.300 1.950 -2.333 -0.01 0.00 0.01
H -1.133 -2.087 -2.524 0.01 0.02 0.01
H -1.111 -1.984 -4.944 0.00 0.00 0.00